(1)
Below is a 3-piece molecular cluster, C39H54Br2F3N2O12 overall in a non-equilibrium geometry, with properties calculated with wB97M-V/def2-TZVPD.

Structure (ORCA input):
```
! RIJCOSX wB97M-V def2-TZVPD def2/J DEFGRID3
* xyz 1 1
C 2.535 1.055 2.445
C 2.159 1.309 1.333
C 1.647 1.644 -0.087
N 1.419 0.479 -0.993
O 1.306 0.833 -2.353
C 0.493 1.986 -2.601
C 0.133 1.977 -4.169
C 1.220 2.785 -4.994
C -0.130 0.500 -4.697
C 1.151 -0.235 -5.268
C -1.311 0.569 -5.786
C 2.743 -0.287 -1.042
C 2.867 -1.561 -0.121
N 3.897 -1.448 0.955
O 1.675 -2.020 0.533
C 0.560 -1.918 -0.363
C 0.724 -2.818 -1.695
C -0.588 -3.630 -2.054
C -1.555 -2.825 -3.045
C -2.646 -3.772 -3.691
C -3.453 -2.965 -4.825
C -5.015 -2.920 -4.566
C -5.300 -1.967 -3.319
C -5.997 -0.600 -3.772
O -5.254 0.552 -3.297
C -6.021 1.712 -3.522
C -6.799 2.421 -2.349
O -6.106 2.164 -4.641
C 0.224 -0.383 -0.715
C -0.770 0.126 0.405
C -2.224 -0.556 0.314
C -3.307 0.394 0.977
F -3.411 1.624 0.277
Br -2.913 0.737 2.891
C -4.783 -0.243 0.892
F -4.997 -0.489 -0.474
F -4.850 -1.385 1.657
Br -6.115 1.122 1.396
H 2.801 0.783 3.485
H 0.788 2.343 0.072
H 2.466 2.270 -0.566
H 1.012 2.987 -2.434
H -0.451 2.041 -1.968
H -0.844 2.539 -4.301
H 0.779 3.121 -5.981
H 2.188 2.239 -5.156
H 1.482 3.707 -4.382
H -0.540 -0.177 -3.878
H 2.017 -0.221 -4.531
H 1.485 0.193 -6.255
H 0.910 -1.335 -5.408
H -1.442 -0.440 -6.277
H -1.117 1.397 -6.520
H -2.256 0.731 -5.177
H 3.601 0.416 -0.806
H 2.965 -0.628 -2.101
H 3.246 -2.427 -0.757
H 3.421 -1.570 1.856
H 4.322 -0.520 0.960
H -0.305 -2.413 0.183
H 1.586 -3.534 -1.568
H 0.935 -2.105 -2.558
H -1.123 -4.042 -1.154
H -0.250 -4.533 -2.657
H -1.991 -1.902 -2.564
H -0.909 -2.464 -3.911
H -2.157 -4.635 -4.239
H -3.386 -4.137 -2.920
H -3.273 -3.400 -5.855
H -3.055 -1.902 -4.855
H -5.561 -2.514 -5.472
H -5.362 -3.980 -4.420
H -4.355 -1.722 -2.751
H -6.009 -2.537 -2.642
H -7.030 -0.566 -3.315
H -6.140 -0.558 -4.894
H -6.107 2.863 -1.570
H -7.416 3.262 -2.761
H -7.498 1.698 -1.832
H -0.406 -0.479 -1.656
H -1.004 1.237 0.350
H -0.306 -0.098 1.409
H -2.502 -0.854 -0.732
H -2.196 -1.476 0.978
C 6.301 -0.405 6.567
C 5.808 -0.231 5.341
C 5.245 -1.368 4.557
O 4.785 -1.158 3.442
C 5.270 -2.698 5.158
C 5.767 -2.878 6.387
C 6.307 -1.734 7.184
O 6.733 -1.934 8.304
O 5.802 -4.095 6.959
O 5.795 0.990 4.748
H 6.710 0.412 7.146
H 4.874 -3.516 4.571
H 6.203 -3.959 7.841
H 5.390 0.849 3.871
C 1.956 4.435 5.839
C 2.809 3.437 6.082
C 2.815 2.716 7.390
O 3.598 1.797 7.562
C 1.872 3.152 8.419
C 1.020 4.154 8.179
C 0.995 4.857 6.860
O 0.192 5.751 6.674
O 0.145 4.573 9.114
O 3.706 3.031 5.156
H 1.941 4.963 4.895
H 1.898 2.634 9.368
H -0.356 5.302 8.697
H 4.202 2.298 5.576
*
```

## Properties
Frontier orbital gap, eV: 7.9634
HOMO level, eV: -11.5
LUMO level, eV: -3.50

Results of the Mulliken charge analysis, in e, for atoms 1 through 2: -0.70 -0.80



(2)
Below is C39H54FN8O2Y as an isolated structure in a non-equilibrium geometry, with properties calculated with wB97M-V/def2-TZVPD.

Structure (ORCA input):
```
! RIJCOSX wB97M-V def2-TZVPD def2/J DEFGRID3
* xyz 0 1
Y -0.161 0.233 -0.182
C -2.248 2.993 1.940
C -1.883 2.239 3.222
C -1.247 0.860 2.978
N -0.133 0.949 2.048
C 0.964 1.581 2.456
C 1.259 1.818 3.814
C 2.255 2.533 4.446
C 3.148 3.447 3.915
C 3.299 3.726 2.567
C 2.790 3.050 1.481
C 1.930 1.927 1.387
N 1.860 1.174 0.303
C 2.841 1.368 -0.751
C 2.336 2.331 -1.840
C 1.277 1.705 -2.759
N 0.005 1.537 -2.074
C -0.976 2.397 -2.287
C -0.818 3.609 -3.011
C -1.722 4.394 -3.693
C -3.080 4.186 -3.887
C -3.853 3.262 -3.204
C -3.501 2.441 -2.153
C -2.256 2.075 -1.604
N -2.134 1.339 -0.503
C -3.274 1.194 0.391
C -3.496 2.477 1.215
H -1.399 2.977 1.247
H -2.434 4.038 2.207
H -2.773 2.121 3.846
H -1.173 2.855 3.778
H -1.993 0.188 2.557
H -0.958 0.431 3.949
H 0.624 1.276 4.503
H 2.292 2.405 5.522
H 3.754 4.011 4.610
H 3.968 4.545 2.331
H 3.114 3.445 0.525
H 3.053 0.388 -1.196
H 3.784 1.744 -0.335
H 3.185 2.650 -2.447
H 1.898 3.211 -1.358
H 1.625 0.711 -3.072
H 1.177 2.315 -3.667
H 0.200 3.976 -3.056
H -1.299 5.254 -4.203
H -3.584 4.829 -4.596
H -4.903 3.231 -3.476
H -4.348 1.931 -1.709
H -3.073 0.347 1.052
H -4.208 0.955 -0.142
H -4.296 2.304 1.941
H -3.831 3.256 0.523
C -1.502 -2.631 1.875
O -1.636 -1.914 0.659
C -2.146 -2.756 -0.373
C -2.637 -1.889 -1.535
O -1.608 -1.051 -2.030
C -1.109 -1.430 -3.303
H -2.484 -2.801 2.336
H -0.879 -2.035 2.540
H -1.028 -3.603 1.703
H -2.985 -3.356 0.012
H -1.346 -3.427 -0.719
H -3.442 -1.241 -1.174
H -3.031 -2.545 -2.319
H -1.906 -1.395 -4.054
H -0.649 -2.422 -3.290
H -0.348 -0.695 -3.556
F 4.142 -5.131 -4.728
C 3.383 -4.397 -3.860
C 3.399 -3.013 -3.943
C 2.661 -2.277 -3.050
C 1.876 -2.888 -2.033
C 1.158 -2.160 -1.091
C 1.856 -4.312 -2.036
C 2.601 -5.051 -2.920
H 3.991 -2.536 -4.712
H 2.685 -1.196 -3.110
H 1.369 -1.088 -0.972
H 0.742 -2.691 -0.249
H 1.249 -4.821 -1.298
H 2.588 -6.131 -2.897
C 1.967 -1.578 3.428
N 2.295 -1.839 2.029
C 2.347 -3.290 1.841
N 3.311 -3.928 2.726
C 2.947 -3.620 4.102
N 2.915 -2.184 4.356
C 4.234 -1.633 4.059
N 4.631 -1.904 2.684
C 3.641 -1.309 1.795
C 4.623 -3.345 2.463
H 0.972 -1.975 3.647
H 1.971 -0.497 3.583
H 2.623 -3.504 0.806
H 1.354 -3.701 2.051
H 3.675 -4.087 4.771
H 1.955 -4.033 4.305
H 4.967 -2.069 4.745
H 4.197 -0.548 4.200
H 3.928 -1.512 0.761
H 3.632 -0.229 1.958
H 5.357 -3.815 3.121
H 4.899 -3.542 1.424
*
```

## Properties
Frontier orbital gap, eV: 5.2101
Energy relative to the best compared isomer or geometry (same formula, charge and spin), kJ/mol: 46.7
HOMO level, eV: -5.2
LUMO level, eV: -0.02

Results of the Mulliken charge analysis, in e, for atoms 1 through 2: -1.89 -0.40



(3)
Below is a 2-piece molecular cluster, C39H55Br2N2O6P2S overall in a non-equilibrium geometry, with properties calculated with wB97M-V/def2-TZVPD.

Structure (ORCA input):
```
! RIJCOSX wB97M-V def2-TZVPD def2/J DEFGRID3
* xyz 1 1
C 3.711 1.668 0.827
C 3.687 1.795 -0.655
C 3.795 0.565 -1.742
C 5.288 0.180 -2.390
C 6.603 1.019 -1.886
O 7.530 0.235 -1.024
C 6.829 -0.860 -0.338
C 6.967 -2.467 -0.703
O 6.022 -0.573 0.718
C 5.442 -1.016 -3.500
P 7.042 -1.573 -4.376
N 6.866 -0.928 -6.067
O 8.479 -0.870 -3.693
C 4.046 -1.831 -3.931
S 4.206 -3.255 -5.193
C 2.555 -1.501 -3.334
C 2.462 -0.285 -2.194
C 0.930 -0.023 -1.576
O 0.878 0.258 -0.273
C -0.377 -0.182 -2.582
C -0.222 -1.382 -3.737
C -1.514 -1.598 -4.722
C -2.902 -0.676 -4.584
C -4.131 -1.035 -5.599
O -5.211 -1.836 -4.932
C -4.761 -3.219 -4.696
C -5.178 -3.560 -3.113
C -3.077 0.511 -3.473
P -4.561 1.645 -3.174
C -3.831 3.446 -3.358
C -5.915 1.588 -4.501
C -5.536 2.459 -5.878
C -1.764 0.729 -2.457
C -1.754 1.841 -1.219
Br -2.731 1.284 0.475
C -1.076 3.165 -1.267
C -0.258 3.672 -2.600
Br -1.222 4.286 0.431
C 1.177 -2.275 -3.776
O 1.069 -3.565 -4.124
H 4.565 2.256 1.419
H 2.936 1.081 1.479
H 3.629 2.905 -1.085
H 6.371 2.046 -1.371
H 7.234 1.271 -2.867
H 6.932 -3.059 0.330
H 6.037 -2.839 -1.324
H 7.970 -2.753 -1.240
H 7.840 -0.930 -6.451
H 6.476 0.040 -5.974
H 8.981 -0.417 -4.457
H 5.384 -4.006 -4.914
H -1.445 -2.468 -5.529
H -3.686 -1.783 -6.418
H -4.555 -0.128 -6.218
H -3.625 -3.409 -4.918
H -5.353 -4.030 -5.341
H -6.336 -3.840 -3.119
H -5.107 -2.513 -2.546
H -4.503 -4.385 -2.630
H -4.580 4.182 -3.874
H -2.860 3.385 -4.047
H -3.586 3.850 -2.277
H -6.862 2.160 -4.050
H -6.302 0.527 -4.805
H -6.042 1.867 -6.760
H -4.386 2.634 -6.004
H -6.123 3.497 -5.817
H -0.544 4.821 -2.743
H 0.898 3.516 -2.471
H -0.691 3.081 -3.523
C 0.682 1.589 3.970
C -0.815 1.469 3.733
C -1.683 1.529 4.999
C -1.178 0.853 6.276
N -1.217 -0.686 6.410
C -2.536 -1.179 7.029
C -3.506 -1.247 5.864
C -2.660 -1.565 4.643
C -1.208 -1.474 5.090
C 0.000 -1.157 7.253
C -0.028 -0.788 8.741
C 0.235 0.667 9.091
H 1.065 0.772 4.588
H 1.215 1.548 3.014
H 0.928 2.538 4.456
H -1.025 0.556 3.169
H -1.127 2.287 3.072
H -2.705 1.231 4.759
H -1.764 2.597 5.249
H -1.779 1.238 7.109
H -0.148 1.169 6.457
H -2.356 -2.184 7.429
H -2.852 -0.511 7.831
H -4.016 -0.286 5.739
H -4.284 -1.998 6.031
H -2.879 -0.872 3.826
H -2.877 -2.570 4.262
H -0.507 -1.032 4.387
H -0.854 -2.488 5.309
H 0.901 -0.777 6.756
H 0.023 -2.252 7.187
H 0.770 -1.373 9.219
H -0.958 -1.118 9.215
H 1.075 1.074 8.517
H 0.485 0.753 10.154
H -0.646 1.292 8.927
*
```

## Properties
Frontier orbital gap, eV: 6.2725
HOMO level, eV: -9.5
LUMO level, eV: -3.28

Results of the Mulliken charge analysis, in e, for atoms 1 through 2: -0.41 -0.46



(4)
Below is a 3-piece molecular cluster, C39H56N2O9 overall in a non-equilibrium geometry, with properties calculated with wB97M-V/def2-TZVPD.

Structure (ORCA input):
```
! RIJCOSX wB97M-V def2-TZVPD def2/J DEFGRID3
* xyz 0 1
C -4.124 1.360 4.325
C -4.374 1.005 2.768
O -5.770 0.825 2.425
C -6.000 0.927 0.996
C -4.955 0.120 0.079
C -5.605 -0.564 -1.239
C -5.594 -2.170 -1.114
C -5.165 -2.950 -2.449
C -3.599 -2.866 -2.790
C -2.629 -1.917 -2.019
C -1.104 -1.839 -2.420
C -0.624 -2.729 -3.586
C 0.937 -2.625 -3.992
C 1.629 -1.239 -3.543
O 1.037 -0.056 -4.136
C 1.059 1.067 -3.216
C 0.908 2.500 -3.923
O 0.407 3.551 -3.017
C 0.992 3.407 -1.714
C 0.120 3.104 -0.448
C 0.780 2.902 0.970
C 2.329 3.004 1.103
C 3.134 2.787 2.484
C 3.340 4.311 3.076
C 4.666 2.259 2.243
C 2.336 1.994 3.615
C 1.906 0.486 3.323
C 2.440 -0.193 1.980
C 2.501 -0.418 4.554
C 0.281 0.305 3.439
C 3.191 3.342 -0.182
C 2.539 3.546 -1.599
C -1.557 -3.745 -4.380
N -0.929 -4.507 -5.427
C -1.912 -5.373 -5.998
C -3.412 -5.483 -5.600
N -4.001 -4.672 -4.584
C -3.048 -3.796 -3.956
H -4.043 2.492 4.465
H -4.959 0.862 4.925
H -3.136 0.854 4.659
H -3.862 -0.026 2.602
H -3.808 1.725 2.053
H -5.920 2.043 0.675
H -7.097 0.617 0.793
H -4.164 0.873 -0.305
H -4.374 -0.704 0.620
H -4.952 -0.287 -2.153
H -6.660 -0.163 -1.484
H -6.691 -2.484 -0.896
H -4.976 -2.584 -0.246
H -5.844 -2.671 -3.345
H -5.387 -4.073 -2.256
H -2.955 -1.247 -1.148
H -0.431 -1.124 -1.833
H 1.463 -3.459 -3.377
H 1.124 -2.864 -5.098
H 1.613 -1.216 -2.382
H 2.762 -1.329 -3.819
H 2.078 1.065 -2.661
H 0.270 0.858 -2.402
H 1.953 2.865 -4.266
H 0.211 2.375 -4.819
H -1.016 3.012 -0.611
H 0.162 2.652 1.902
H 2.979 5.084 2.308
H 4.403 4.492 3.453
H 2.627 4.422 3.984
H 4.687 1.536 1.342
H 5.312 3.174 1.972
H 5.020 1.780 3.218
H 1.402 2.627 3.879
H 2.988 2.019 4.576
H 2.072 -1.295 1.978
H 1.949 0.285 1.048
H 3.578 -0.245 1.889
H 2.312 -1.521 4.264
H 3.656 -0.302 4.532
H 2.048 -0.127 5.562
H -0.188 0.025 2.420
H 0.016 -0.511 4.217
H -0.251 1.265 3.786
H 4.337 3.442 -0.157
H 3.146 3.766 -2.543
H -1.547 -6.076 -6.842
H -4.094 -6.239 -6.131
C 1.034 2.670 7.913
C 0.547 1.388 8.516
O -0.583 1.066 7.717
C -0.415 1.688 6.518
O -1.100 1.494 5.553
O 0.632 2.558 6.555
H 2.117 2.782 7.990
H 0.554 3.549 8.353
H 1.280 0.580 8.433
H 0.262 1.501 9.564
C 4.830 -2.214 -6.565
C 4.320 -3.571 -6.942
O 4.529 -4.332 -5.763
C 4.569 -3.456 -4.721
O 4.564 -3.777 -3.567
O 4.612 -2.166 -5.161
H 4.291 -1.411 -7.069
H 5.901 -2.100 -6.760
H 3.251 -3.566 -7.175
H 4.864 -4.002 -7.784
*
```

## Properties
Frontier orbital gap, eV: 7.3307
HOMO level, eV: -8.0
SMILES: CCOCCCCCc1ccc(CCOCCOc2ccc(C(C)(C)CC(C)(C)C)cc2)c2nccnc12.O=C1OCCO1.O=C1OCCO1
LUMO level, eV: -0.65

Results of the Mulliken charge analysis, in e, for atoms 1 through 2: -0.73 0.04